Entry 1:
ORCA calculation (the ωB97M-V functional and the def2-TZVPD basis) on a cluster of 13 separate species, C52H143N13O13 in total at a distorted geometry.

XYZ file:
```
221
C52H143N13O13 | the OMol25 dataset | the ωB97M-V functional and the def2-TZVPD basis
C -3.89344 -4.31334 0.29988
C -3.93702 -3.79474 1.73581
C -2.79669 -2.80677 2.14313
O -2.95471 -2.10071 3.35289
C -2.42496 -2.70820 4.52796
N -5.30771 -3.19148 1.80781
H -4.82555 -4.84773 0.11631
H -3.12186 -5.07551 0.19096
H -3.79919 -3.47467 -0.38994
H -4.09550 -4.66079 2.37840
H -2.84228 -2.00967 1.40107
H -1.85569 -3.34888 2.04967
H -3.04512 -3.59904 4.62749
H -2.65536 -2.22046 5.47512
H -1.36250 -2.94451 4.46928
H -5.30343 -2.52978 1.04477
H -5.20919 -2.51740 2.55347
C -2.15320 4.85184 1.71849
C -2.84067 5.94808 2.62512
C -2.71168 5.92408 4.11356
O -3.65630 6.68180 4.73573
C -3.52333 6.68446 6.15454
N -2.34446 7.21988 2.19999
H -2.48738 5.08273 0.70699
H -2.45620 3.82251 1.91024
H -1.06334 4.85241 1.73568
H -3.90706 6.02945 2.41464
H -1.68182 5.99770 4.46297
H -3.05813 4.92869 4.39152
H -2.61387 7.21209 6.44193
H -3.34424 5.68063 6.53969
H -4.33540 7.18235 6.68440
H -2.23478 7.80713 3.01437
H -3.09925 7.64949 1.68439
C 1.53815 -6.11517 -6.77944
C 0.57530 -6.77667 -5.75220
C 0.49888 -5.84866 -4.42354
O -0.54840 -6.27650 -3.64347
C -1.11272 -5.46738 -2.56779
N -0.75457 -7.14761 -6.26991
H 1.12281 -5.12793 -6.98179
H 1.54831 -6.74697 -7.66761
H 2.55893 -6.17899 -6.40260
H 1.09121 -7.63632 -5.32449
H 0.36149 -4.80197 -4.69494
H 1.38542 -5.95309 -3.79804
H -0.40481 -5.47097 -1.73896
H -1.98839 -5.97554 -2.16396
H -1.35481 -4.47601 -2.95079
H -1.27474 -7.47345 -5.46782
H -1.15681 -6.24327 -6.47109
C 3.45598 -3.14232 2.71935
C 2.04822 -2.74043 3.40256
C 2.33521 -2.56093 4.86686
O 2.90343 -3.70423 5.44155
C 3.32384 -3.58008 6.80380
N 1.51528 -1.48600 2.77600
H 4.10665 -2.27138 2.64054
H 3.21846 -3.54321 1.73397
H 3.84426 -3.97267 3.30915
H 1.33714 -3.55607 3.27143
H 1.45060 -2.39969 5.48296
H 2.92673 -1.68614 5.13694
H 2.45322 -3.40935 7.43702
H 3.90943 -2.69242 7.04305
H 3.95467 -4.38990 7.17033
H 0.68013 -1.09944 3.19215
H 1.41774 -1.43828 1.77186
C 3.80273 4.70488 -3.05116
C 2.69554 4.36513 -3.95864
C 1.29636 4.33281 -3.32305
O 0.32018 3.83813 -4.22544
C -1.00505 3.80873 -3.84703
N 2.75745 5.32868 -5.08090
H 4.72935 4.89803 -3.59168
H 3.86502 3.98512 -2.23497
H 3.61633 5.68795 -2.61881
H 2.94487 3.36733 -4.31966
H 1.14874 5.33545 -2.92178
H 1.35862 3.63273 -2.48991
H -1.67040 3.97489 -4.69426
H -1.24251 4.61076 -3.14812
H -1.33155 2.85958 -3.42206
H 2.21856 4.91515 -5.82835
H 2.45015 6.28860 -5.01584
C 1.66505 -6.69698 0.94403
C 1.12908 -7.95048 0.32232
C 1.91503 -8.50362 -0.86978
O 1.25211 -9.72670 -1.25828
C 1.40375 -10.31274 -2.52862
N 1.07757 -9.01114 1.31749
H 2.61170 -6.84390 1.46400
H 0.95614 -6.19810 1.60485
H 1.95376 -6.02861 0.13283
H 0.19880 -7.77773 -0.21882
H 2.97455 -8.66606 -0.67198
H 2.02482 -7.79011 -1.68645
H 0.69431 -11.11835 -2.33949
H 2.25966 -10.96724 -2.69334
H 1.09761 -9.72946 -3.39705
H 1.96835 -9.18273 1.76152
H 0.94239 -9.86232 0.79087
C -4.49391 1.63590 2.90247
C -6.02931 1.51919 2.82666
C -6.75358 0.35290 2.12623
O -6.11086 0.07767 0.91792
C -6.97169 -0.09221 -0.31070
N -6.54363 1.70261 4.22274
H -4.08559 0.83216 3.51515
H -4.19908 2.66389 3.11318
H -4.06621 1.45139 1.91701
H -6.36361 2.39685 2.27342
H -7.81635 0.45966 1.90894
H -6.65766 -0.63178 2.58373
H -7.80195 0.61398 -0.31761
H -7.36886 -1.10429 -0.38847
H -6.37540 0.11538 -1.19921
H -6.46481 0.82757 4.72093
H -5.85235 2.21489 4.75169
C 3.14753 0.37476 -1.20627
C 3.87999 0.53906 0.13801
C 5.13477 1.40233 -0.04721
O 5.88898 0.75001 -1.11279
C 7.00517 1.45392 -1.52313
N 2.91262 1.15174 0.98326
H 2.27919 -0.27394 -1.32146
H 3.72946 0.07784 -2.07879
H 2.69883 1.30349 -1.55872
H 4.19481 -0.46544 0.42080
H 5.63772 1.52916 0.91147
H 4.86617 2.43536 -0.26813
H 7.68046 0.71294 -1.95094
H 7.62257 1.70295 -0.66005
H 6.91092 2.39879 -2.05833
H 3.14287 1.26820 1.95974
H 2.75864 2.05918 0.56741
C -2.15852 1.57490 -0.52742
C -1.41945 0.58757 0.39552
C -0.69935 -0.50581 -0.41638
O 0.00618 -1.40793 0.37824
C 0.38989 -2.49690 -0.36034
N -0.49248 1.31601 1.24985
H -1.42704 2.07207 -1.16449
H -2.74450 2.27035 0.07349
H -2.85931 1.06391 -1.18763
H -2.15036 0.11085 1.04869
H -0.01985 -0.05985 -1.14268
H -1.44217 -0.96407 -1.06931
H -0.41774 -3.06825 -0.81794
H 1.02100 -3.24841 0.11404
H 1.13005 -2.12035 -1.06637
H 0.25709 1.71202 0.70084
H 0.08058 0.60180 1.67601
C 1.61197 9.06374 -0.86877
C 0.65466 8.20781 -0.06504
C 1.29392 7.04563 0.74423
O 1.50146 5.92606 -0.15301
C 2.01349 4.76305 0.41816
N -0.23051 9.08850 0.71755
H 1.26520 10.06400 -1.12824
H 1.75783 8.52947 -1.80759
H 2.62791 9.07493 -0.47401
H 0.08152 7.69766 -0.83922
H 0.60397 6.69850 1.51336
H 2.25196 7.38992 1.13376
H 1.96892 3.96180 -0.31947
H 1.41521 4.38033 1.24502
H 3.01637 4.97388 0.78949
H -0.48031 9.82557 0.07379
H -1.07332 8.53210 0.73116
C 3.24854 -3.67331 -1.92469
C 4.69495 -3.86158 -2.29597
C 5.06516 -5.03507 -3.32013
O 4.83021 -6.31544 -2.73113
C 5.71638 -7.02582 -1.90220
N 5.31586 -2.67301 -2.87055
H 2.59195 -3.77803 -2.78843
H 3.22466 -2.70260 -1.42948
H 3.11463 -4.37409 -1.10063
H 5.22603 -4.13443 -1.38404
H 6.12147 -4.96070 -3.57854
H 4.65789 -4.95298 -4.32784
H 5.87133 -6.56250 -0.92781
H 6.71893 -7.19955 -2.29313
H 5.37428 -7.99355 -1.53537
H 4.80803 -2.42893 -3.70879
H 5.01259 -1.99460 -2.18653
C 2.77443 5.27165 5.12746
C 2.23802 4.48440 6.26903
C 1.54294 3.14382 5.84455
O 0.33243 3.49976 5.26891
C -0.54091 2.51697 4.81086
N 3.33369 4.18539 7.20442
H 3.19742 4.72593 4.28404
H 3.61951 5.94392 5.27574
H 1.90342 5.77236 4.70469
H 1.44966 5.09271 6.71237
H 1.24324 2.66676 6.77766
H 2.25730 2.48287 5.35369
H -0.69522 1.80866 5.62485
H -0.13258 1.79286 4.10586
H -1.52215 2.87969 4.50474
H 4.08424 3.82869 6.63036
H 3.73340 5.04853 7.54400
C -4.74201 2.85811 -3.99899
C -5.50357 2.19152 -5.10126
C -4.57737 1.81959 -6.38878
O -5.39970 2.18821 -7.45438
C -5.12985 1.63388 -8.71619
N -5.98332 0.91090 -4.60850
H -4.09184 3.69931 -4.23932
H -4.12504 2.09649 -3.52216
H -5.45758 3.30744 -3.31039
H -6.36223 2.81671 -5.34607
H -4.11881 0.83101 -6.36530
H -3.70484 2.47258 -6.36899
H -5.91476 1.87604 -9.43269
H -5.13691 0.54394 -8.70787
H -4.16019 1.89879 -9.13773
H -6.14146 0.98731 -3.61389
H -6.83529 0.68262 -5.10057
```

Calculated values
- Spin multiplicity: 2
- ⟨S²⟩: 0.75
- E_LUMO (spin up / spin down): 0.0720 / 0.0690 Eh
- HOMO (spin up / spin down): 0.020 / -0.262 Ha
- Net charge: -1

***

Entry 2:
ORCA calculation (the ωB97M-V functional and the def2-TZVPD basis) on a cluster of 13 separate species, C52H143N13O13 in total at a distorted geometry.

XYZ file:
```
221
C52H143N13O13 | the OMol25 dataset | the ωB97M-V functional and the def2-TZVPD basis
C -1.61704 15.60934 -8.67520
C -3.08122 16.05697 -8.89439
C -4.14759 15.01196 -8.34940
O -4.04904 13.81565 -9.06379
C -5.16123 12.99386 -8.85014
N -3.14695 17.27809 -8.11528
H -1.28004 14.92995 -9.45812
H -1.29733 15.30901 -7.67736
H -0.95346 16.43824 -8.92155
H -3.29232 16.18185 -9.95643
H -5.12992 15.47016 -8.46415
H -3.99280 14.81167 -7.28920
H -5.21051 12.74672 -7.78967
H -5.06856 12.07438 -9.42812
H -6.08465 13.52636 -9.07780
H -4.03825 17.74577 -8.19869
H -2.51750 18.00158 -8.43223
C -2.96539 17.82485 -1.11356
C -2.43134 17.56833 -2.51354
C -2.82769 16.20208 -3.11707
O -2.47116 15.15147 -2.23554
C -2.58583 13.85997 -2.73583
N -2.92497 18.72169 -3.34773
H -2.66301 18.78342 -0.69187
H -2.73782 17.03420 -0.39858
H -4.05532 17.81465 -1.11970
H -1.34508 17.47845 -2.50630
H -2.52683 16.08963 -4.15868
H -3.91611 16.16269 -3.07364
H -1.89167 13.69759 -3.56037
H -3.57338 13.75450 -3.18495
H -2.44137 13.06380 -2.00552
H -3.09614 18.25297 -4.22585
H -3.89580 18.94371 -3.17955
C -2.66583 11.39326 3.24800
C -4.19630 11.51936 3.49443
C -4.96915 10.26356 3.08706
O -6.43553 10.49951 3.10443
C -7.11938 9.42834 2.40937
N -4.31367 11.67608 4.96678
H -2.40688 11.15983 2.21526
H -2.17760 10.66768 3.89858
H -2.20947 12.36506 3.43627
H -4.72520 12.34737 3.02246
H -4.67478 9.42141 3.71335
H -4.63440 9.98813 2.08697
H -7.13753 8.44116 2.87114
H -6.68390 9.26579 1.42345
H -8.16312 9.62920 2.16777
H -3.87020 10.97276 5.54017
H -5.26112 11.44356 5.22826
C -9.43808 14.36477 -5.57952
C -9.56063 13.10299 -4.87901
C -9.34750 13.19521 -3.31627
O -8.02073 13.43204 -2.92097
C -7.87181 13.20230 -1.55630
N -10.88964 12.56608 -5.12975
H -8.47517 14.77717 -5.27814
H -10.22186 15.06004 -5.27888
H -9.68120 14.30417 -6.64034
H -8.83982 12.44529 -5.36477
H -9.60633 12.18782 -2.99028
H -10.06199 13.88557 -2.86793
H -8.59260 13.77758 -0.97525
H -6.86622 13.45602 -1.22087
H -8.01748 12.14875 -1.31775
H -11.14970 12.63028 -6.10359
H -10.99839 11.60540 -4.83758
C 2.95148 18.60074 -6.75915
C 3.39187 20.07743 -6.68020
C 2.53820 21.01090 -7.56388
O 2.38325 20.59564 -8.91764
C 3.53063 20.88933 -9.69743
N 3.36279 20.63779 -5.32353
H 3.02225 18.25717 -7.79117
H 2.00774 18.35018 -6.27473
H 3.69001 18.11324 -6.12275
H 4.41592 20.07006 -7.05351
H 2.97119 21.99524 -7.38584
H 1.48939 20.90457 -7.28674
H 4.42093 20.41737 -9.28183
H 3.65281 21.95008 -9.91648
H 3.32985 20.45296 -10.67588
H 2.46534 21.09707 -5.26239
H 4.01732 21.40690 -5.33572
C -2.72715 26.31152 -5.84640
C -3.71882 25.13519 -5.72434
C -5.09445 25.37087 -6.34192
O -6.06675 24.37074 -6.03411
C -6.30731 24.09085 -4.56203
N -3.08328 23.95445 -6.36376
H -3.13718 27.31038 -5.69726
H -2.29666 26.21578 -6.84321
H -1.87935 26.20653 -5.16941
H -3.83292 24.95659 -4.65515
H -4.95770 25.46016 -7.41962
H -5.48972 26.34359 -6.04924
H -5.42127 23.69938 -4.06222
H -7.14827 23.44792 -4.30218
H -6.53547 25.05675 -4.11139
H -2.87480 24.07641 -7.34445
H -3.65417 23.13106 -6.23644
C 3.07641 2.80957 -3.41466
C 1.85161 3.57907 -2.85832
C 2.10741 5.07067 -2.85307
O 0.94338 5.74624 -2.46605
C 1.08104 7.15407 -2.52076
N 0.73005 3.26490 -3.76882
H 3.19557 2.86068 -4.49692
H 2.93915 1.74548 -3.22238
H 3.97170 3.09000 -2.85976
H 1.59719 3.29336 -1.83766
H 2.20454 5.36151 -3.89905
H 3.03051 5.36269 -2.35237
H 1.66721 7.48940 -1.66515
H 0.12349 7.67055 -2.45404
H 1.56462 7.44372 -3.45368
H -0.05514 3.78381 -3.40234
H 0.49258 2.29033 -3.65087
C -12.29280 19.70671 -1.32206
C -11.77137 18.43233 -0.66798
C -10.39711 18.64987 -0.02512
O -9.39679 19.18166 -0.92336
C -8.94203 18.41081 -1.97892
N -12.70538 17.80943 0.19962
H -12.71092 20.30623 -0.51345
H -12.97974 19.45280 -2.12937
H -11.49616 20.34124 -1.71043
H -11.64080 17.85113 -1.58081
H -10.10817 17.68255 0.38587
H -10.54156 19.33552 0.80981
H -8.42013 17.54381 -1.57393
H -8.20571 18.92500 -2.59661
H -9.79918 18.17295 -2.60885
H -13.66111 17.88796 -0.11741
H -12.50524 16.82120 0.14089
C -3.76259 5.69147 -0.75690
C -4.40448 5.76435 -2.14585
C -5.00310 7.20098 -2.43798
O -5.46950 7.19872 -3.78689
C -5.83992 8.52798 -4.16191
N -3.40928 5.38489 -3.14231
H -4.54590 5.86181 -0.01830
H -3.17451 6.59235 -0.58178
H -3.19235 4.77201 -0.62455
H -5.12865 4.95306 -2.21997
H -4.31632 7.98912 -2.12935
H -5.92018 7.22982 -1.84955
H -6.67815 8.80324 -3.52183
H -6.28379 8.45314 -5.15462
H -4.98181 9.20010 -4.16182
H -3.60455 5.80350 -4.04048
H -2.53183 5.81780 -2.89175
C 0.72684 24.73803 -1.48184
C -0.15549 23.49803 -1.50354
C -1.48234 23.64130 -0.68892
O -1.23600 23.65521 0.73910
C -2.33100 23.84169 1.60214
N -0.37788 23.01335 -2.90180
H 0.21864 25.64607 -1.80633
H 1.58224 24.62106 -2.14720
H 1.02512 24.90588 -0.44697
H 0.39573 22.71165 -0.98791
H -2.12463 22.82199 -1.01188
H -2.03501 24.56155 -0.87814
H -3.13196 23.15530 1.32751
H -2.59763 24.89793 1.63903
H -1.88183 23.57713 2.55940
H -1.06533 22.27622 -2.83733
H -0.86075 23.68753 -3.47836
C 4.05423 12.37078 -8.28660
C 4.89550 11.84330 -7.19706
C 4.12217 11.15352 -6.11142
O 3.05651 11.95789 -5.54652
C 3.48085 13.15069 -4.78303
N 5.87174 10.90702 -7.73429
H 4.58622 13.04527 -8.95753
H 3.33693 13.11954 -7.95053
H 3.62361 11.62504 -8.95484
H 5.45521 12.72133 -6.87474
H 4.82731 10.81978 -5.35017
H 3.72144 10.17680 -6.38259
H 3.99981 13.86294 -5.42451
H 4.22398 12.89979 -4.02613
H 2.65984 13.74724 -4.38534
H 5.42357 10.22238 -8.32632
H 6.28397 10.32192 -7.02168
C 0.44751 10.52015 -11.98484
C -0.59466 9.71773 -11.11033
C -0.48681 9.97758 -9.59263
O -1.36705 9.09548 -9.00809
C -1.23388 8.93323 -7.58161
N -1.85891 10.20708 -11.58403
H 0.34460 10.34217 -13.05527
H 1.43095 10.19264 -11.64767
H 0.40829 11.59727 -11.82245
H -0.69887 8.65764 -11.34152
H -0.80924 10.97635 -9.29836
H 0.53014 9.76316 -9.26411
H -1.29389 9.80870 -6.93504
H -0.33005 8.36365 -7.36532
H -2.01775 8.27031 -7.21530
H -1.99012 11.17420 -11.32412
H -2.46938 9.60250 -11.05309
C 1.89324 17.25608 0.93746
C 2.33293 18.54876 0.34588
C 3.28617 19.34486 1.28389
O 2.71242 19.51421 2.59727
C 1.48855 20.26833 2.65224
N 2.93522 18.32162 -0.95471
H 2.67235 16.53717 1.19096
H 1.16968 16.77140 0.28198
H 1.51077 17.47471 1.93446
H 1.47666 19.20582 0.19367
H 3.65416 20.25511 0.81048
H 4.14467 18.67395 1.25288
H 1.67626 21.30987 2.39134
H 1.15384 20.20752 3.68779
H 0.66370 19.95500 2.01228
H 2.13717 17.86587 -1.37366
H 3.01875 19.15265 -1.52261
```

Calculated values
- E_LUMO: -0.0024 Eh
- HOMO: -0.330 Ha
- Net charge: 0

***

Q: Which relative energy (zero: lowest compared OMol25 entry of this formula, charge and spin) values were calculated for the entries above? A: 73.1 158.4, in kcal/mol.